No. 1
A cluster of 3 separate species, C22H27FIN6O7 in total in a non-equilibrium geometry, computed with ωB97M-V with the def2-TZVPD basis set.

Calculated values
spin multiplicity	1
E_HOMO	-11.7659	eV
total charge	+1
molar mass	633.4	g/mol
E_LUMO	-0.1592	Eh

CARTESIAN COORDINATES (ANGSTROEM)
C: -2.64 2.94 1.85
O: -3.88 3.56 1.55
C: -3.70 4.80 0.88
C: -3.20 4.65 -0.60
C: -1.69 5.03 -0.80
C: -0.94 4.14 -1.83
C: -0.07 3.03 -1.26
C: 0.79 3.27 -0.04
N: 1.42 1.90 0.01
I: 2.36 1.63 1.84
C: 0.28 1.08 -0.16
N: 0.11 -0.19 0.21
C: -1.15 -0.87 0.00
O: -2.14 -0.31 0.20
N: -1.25 -2.29 -0.40
C: -2.53 -2.72 0.10
O: -3.37 -2.92 -0.64
F: -2.74 -2.87 1.39
N: -0.74 1.78 -0.82
H: -1.78 3.61 1.68
H: -2.55 2.06 1.19
H: -2.61 2.65 2.91
H: -4.69 5.29 0.86
H: -3.00 5.46 1.44
H: -3.85 5.33 -1.18
H: -3.40 3.63 -0.99
H: -1.72 6.05 -1.23
H: -1.16 5.14 0.16
H: -0.33 4.80 -2.46
H: -1.68 3.66 -2.49
H: 0.62 2.65 -2.04
H: 0.20 3.27 0.90
H: 1.55 4.05 -0.09
H: 0.88 -0.69 0.66
H: -1.29 -2.29 -1.42
H: -0.88 1.17 -1.64
C: 4.23 -2.34 -4.40
C: 5.00 -1.22 -4.09
C: 4.39 -0.02 -3.79
C: 3.01 0.06 -3.80
C: 2.23 -1.05 -4.12
C: 2.85 -2.25 -4.42
N: 2.36 1.32 -3.46
O: 3.06 2.28 -3.21
O: 1.13 1.36 -3.45
H: 4.72 -3.28 -4.63
H: 6.08 -1.30 -4.08
H: 4.99 0.84 -3.55
H: 1.15 -0.98 -4.14
H: 2.25 -3.12 -4.67
C: -1.00 -6.09 5.21
C: 0.28 -5.84 5.70
C: 1.19 -5.14 4.92
C: 0.81 -4.70 3.67
C: -0.46 -4.95 3.17
C: -1.36 -5.65 3.95
N: 1.74 -3.93 2.85
O: 2.86 -3.73 3.27
O: 1.32 -3.52 1.78
H: -1.71 -6.63 5.82
H: 0.57 -6.19 6.68
H: 2.19 -4.95 5.30
H: -0.75 -4.61 2.18
H: -2.36 -5.85 3.57

***

No. 2
The ion C3H10N3 with charge +1 in a non-equilibrium geometry, computed with ωB97M-V with the def2-TZVPD basis set.

Calculated values
spin multiplicity	1
E_HOMO	-13.0839	eV
total charge	+1
molar mass	88.1	g/mol
energy relative to the best compared isomer or geometry (same formula, charge and spin)	5.114	eV
E_LUMO	-0.1206	Eh

CARTESIAN COORDINATES (ANGSTROEM)
C: 0.67 1.04 0.81
C: 1.15 1.14 -0.56
C: -0.22 -0.94 0.58
N: 0.13 -1.06 -0.81
N: -1.74 -0.79 0.63
N: 0.20 0.25 -1.22
H: 1.26 0.86 1.66
H: -0.15 1.59 1.03
H: 0.81 2.12 -1.03
H: 2.23 0.90 -0.83
H: 0.35 -1.37 1.37
H: 0.92 -1.64 -0.96
H: -2.08 -0.40 1.48
H: -2.15 -1.69 0.31
H: -1.86 -0.20 -0.21
H: 0.46 0.20 -2.25

***

No. 3
A structure of composition C20H18N2O3SSc, computed with ωB97M-V with the def2-TZVPD basis set.

Calculated values
spin multiplicity	1
E_HOMO	-10.7569	eV
total charge	+1
molar mass	411.4	g/mol
energy relative to the best compared isomer or geometry (same formula, charge and spin)	0.389	eV
E_LUMO	-0.1335	Eh

CARTESIAN COORDINATES (ANGSTROEM)
Sc: -1.26 0.31 0.29
C: 0.64 3.51 1.63
C: -0.70 2.97 1.22
C: -1.55 2.36 2.14
C: -2.85 1.98 1.78
C: -3.30 2.19 0.48
C: -2.44 2.75 -0.46
C: -1.15 3.13 -0.09
H: 0.54 4.57 1.87
H: 1.38 3.42 0.83
H: 1.02 3.01 2.53
H: -1.21 2.17 3.16
H: -3.48 1.46 2.50
H: -4.28 1.84 0.19
H: -2.76 2.85 -1.49
H: -0.48 3.53 -0.84
O: -3.11 -0.71 0.42
C: -2.64 -1.32 -0.58
O: -2.00 -0.59 -1.43
C: -2.43 -2.78 -0.50
C: -3.19 -3.77 -1.09
C: -2.87 -5.10 -0.86
C: -1.80 -5.42 -0.03
C: -1.04 -4.43 0.56
C: -1.34 -3.09 0.34
S: -0.28 -1.83 1.02
H: -4.03 -3.50 -1.72
H: -3.46 -5.88 -1.31
H: -1.56 -6.46 0.15
H: -0.20 -4.69 1.19
N: 5.66 0.04 -2.04
C: 5.21 0.55 -0.86
O: 5.93 0.99 0.01
C: 3.71 0.58 -0.68
C: 2.80 0.69 -1.72
C: 1.45 0.75 -1.43
N: 0.99 0.72 -0.18
C: 1.87 0.61 0.83
C: 3.23 0.55 0.63
H: 6.66 -0.05 -2.14
H: 5.08 -0.52 -2.62
H: 3.13 0.74 -2.75
H: 0.72 0.83 -2.22
H: 1.46 0.56 1.83
H: 3.92 0.48 1.45

***

No. 4
A cluster of 9 separate species, C18H54O10PS2 in total in a non-equilibrium geometry, computed with ωB97M-V with the def2-TZVPD basis set.

Calculated values
spin multiplicity	1
E_HOMO	-11.5197	eV
total charge	+1
molar mass	525.7	g/mol
E_LUMO	-0.1520	Eh

CARTESIAN COORDINATES (ANGSTROEM)
C: -1.67 -0.01 -2.41
C: -2.28 1.06 -2.92
S: -3.42 1.99 -1.94
P: -5.15 0.67 -1.60
O: -6.20 1.52 -2.44
O: -4.85 -0.64 -2.42
S: -5.41 0.50 0.25
H: -1.54 -0.91 -3.02
H: -1.32 -0.03 -1.38
H: -2.12 1.43 -3.93
H: -2.89 2.08 -0.71
H: -6.90 0.97 -2.84
H: -5.08 -0.62 -3.36
C: 2.22 -3.08 -1.48
C: 1.09 -2.10 -1.70
O: 0.41 -2.33 -2.94
H: 2.95 -3.02 -2.30
H: 2.74 -2.88 -0.54
H: 1.84 -4.10 -1.45
H: 1.47 -1.08 -1.75
H: 0.38 -2.16 -0.88
H: 0.07 -3.23 -2.92
C: -3.49 3.17 3.09
C: -3.07 1.94 3.87
O: -4.19 1.20 4.36
H: -4.10 3.84 3.68
H: -2.61 3.72 2.74
H: -4.07 2.87 2.21
H: -2.49 2.22 4.75
H: -2.45 1.30 3.23
H: -4.72 0.93 3.61
C: 1.71 -0.01 3.12
C: 0.63 1.04 2.97
O: -0.38 0.65 2.03
H: 2.19 -0.22 2.16
H: 2.47 0.31 3.83
H: 1.28 -0.95 3.48
H: 1.05 1.97 2.59
H: 0.17 1.23 3.94
H: -0.77 -0.17 2.35
C: 2.96 -6.67 1.59
C: 1.82 -5.71 1.32
O: 1.17 -5.99 0.08
H: 3.69 -6.63 0.78
H: 3.46 -6.43 2.53
H: 2.60 -7.70 1.65
H: 2.19 -4.69 1.24
H: 1.09 -5.75 2.13
H: 0.82 -6.88 0.12
C: -0.81 0.06 6.84
C: 0.61 -0.39 7.13
O: 1.59 0.46 6.54
H: -0.98 0.11 5.76
H: -1.54 -0.62 7.28
H: -0.98 1.06 7.24
H: 0.79 -1.38 6.71
H: 0.77 -0.44 8.21
H: 1.47 1.35 6.91
C: -0.26 0.64 -7.81
C: -0.03 1.62 -6.67
O: -0.43 1.06 -5.41
H: -1.31 0.36 -7.87
H: 0.04 1.09 -8.76
H: 0.33 -0.26 -7.66
H: -0.62 2.52 -6.81
H: 1.02 1.90 -6.62
H: 0.10 0.27 -5.27
C: 1.02 5.65 6.77
C: 1.49 4.21 6.63
O: 0.80 3.34 7.53
H: 1.18 6.00 7.79
H: 1.57 6.30 6.09
H: -0.04 5.73 6.54
H: 2.55 4.12 6.87
H: 1.34 3.86 5.60
H: -0.14 3.39 7.34
C: 3.13 -0.86 -10.35
C: 3.32 0.07 -9.18
O: 2.93 -0.53 -7.94
H: 2.09 -1.17 -10.43
H: 3.42 -0.38 -11.29
H: 3.73 -1.77 -10.24
H: 2.71 0.96 -9.28
H: 4.37 0.38 -9.11
H: 3.47 -1.32 -7.81

***

No. 5
A structure of composition C12H20IInN4O11P2 in a non-equilibrium geometry, computed with ωB97M-V with the def2-TZVPD basis set.

Calculated values
spin multiplicity	1
E_HOMO	-8.9270	eV
total charge	0
molar mass	700.0	g/mol
E_LUMO	-0.0233	Eh

CARTESIAN COORDINATES (ANGSTROEM)
In: 1.09 0.25 -2.69
O: 2.75 4.18 -1.70
P: 2.05 2.88 -0.97
O: 2.49 2.82 0.43
O: 2.33 1.72 -1.92
O: 0.49 3.28 -1.11
P: -0.81 2.67 -1.77
O: -1.00 3.54 -3.08
O: -0.60 1.17 -2.12
O: -1.99 2.92 -0.94
H: 2.74 4.97 -1.21
H: -0.18 3.99 -3.33
C: -2.25 -1.10 -3.81
C: -1.50 -1.86 -2.79
N: -0.22 -1.58 -2.51
C: 0.21 -2.39 -1.48
C: -0.83 -3.17 -1.12
N: -1.84 -2.84 -1.99
C: -1.13 -4.04 0.03
O: -0.03 -4.30 0.81
O: -2.25 -4.44 0.23
C: 1.54 -2.07 -0.82
O: 1.94 -2.88 0.04
O: 2.14 -1.06 -1.25
H: -3.09 -0.56 -3.34
H: -2.68 -1.76 -4.58
H: -1.63 -0.28 -4.15
H: -2.81 -3.12 -1.75
H: 0.76 -3.73 0.52
C: 1.45 0.55 3.24
C: 1.49 -0.10 1.83
N: 0.19 0.06 1.17
C: -0.29 1.43 1.46
C: -0.75 1.54 2.92
N: 0.03 0.55 3.68
C: -0.54 -0.84 3.39
C: -0.71 -0.92 1.87
H: 1.79 1.62 3.17
H: 1.97 -0.07 3.99
H: 1.80 -1.13 1.78
H: 2.26 0.50 1.28
H: -1.10 1.78 0.80
H: 0.58 2.13 1.35
H: -1.76 1.33 3.00
H: -0.52 2.54 3.30
H: -0.06 0.74 4.65
H: -1.42 -0.98 4.01
H: 0.15 -1.64 3.76
H: -1.77 -0.74 1.57
H: -0.41 -1.92 1.47
I: 1.95 0.36 -5.30

***

No. 6
A cluster of 3 separate species, C4H14NO2 in total in a non-equilibrium geometry, computed with ωB97M-V with the def2-TZVPD basis set.

Calculated values
spin multiplicity	1
E_HOMO	-14.2167	eV
total charge	+1
molar mass	108.2	g/mol
energy relative to the best compared isomer or geometry (same formula, charge and spin)	1.935	eV
E_LUMO	-0.1091	Eh

CARTESIAN COORDINATES (ANGSTROEM)
C: 0.24 -1.41 1.53
C: 0.80 -0.02 1.14
C: 0.93 0.39 -0.30
C: 2.01 0.41 -1.09
N: -0.43 0.63 -0.99
H: 0.19 -1.65 2.66
H: 0.79 -2.30 1.19
H: -0.93 -1.53 1.25
H: 1.87 0.05 1.58
H: 0.28 0.76 1.79
H: 3.03 0.31 -0.81
H: 1.85 0.29 -2.11
H: -0.33 0.81 -2.07
H: -0.98 -0.26 -0.96
H: -0.87 1.47 -0.58
H: -1.18 3.06 1.24
H: -1.69 3.59 -0.23
O: -1.45 2.83 0.33
H: -2.09 -2.53 -1.52
H: -0.87 -2.71 -0.62
O: -1.16 -2.19 -1.43

***

No. 7
The molecule C3H8N4 in a non-equilibrium geometry, computed with ωB97M-V with the def2-TZVPD basis set.

Calculated values
spin multiplicity	1
E_HOMO	-9.2667	eV
total charge	0
SMILES string	[H]/N=C(\N)C/C=N\N
molar mass	100.1	g/mol
energy relative to the best compared isomer or geometry (same formula, charge and spin)	1.699	eV
E_LUMO	0.0335	Eh

CARTESIAN COORDINATES (ANGSTROEM)
H: 3.24 0.34 -0.47
N: 2.59 -0.41 -0.15
C: 1.36 0.03 -0.05
N: 0.85 1.28 -0.26
C: 0.31 -0.94 0.47
C: -0.88 -1.13 -0.46
N: -1.97 -0.44 -0.58
N: -2.05 0.75 0.18
H: -0.12 1.41 -0.45
H: 1.51 1.97 -0.71
H: -0.05 -0.53 1.45
H: 0.83 -1.91 0.61
H: -0.90 -2.03 -1.05
H: -3.06 0.91 0.30
H: -1.65 0.69 1.17

***

No. 8
The molecule O3S in a non-equilibrium geometry, computed with ωB97M-V with the def2-TZVPD basis set.

Calculated values
spin multiplicity	1
E_HOMO	-11.4441	eV
total charge	0
molar mass	80.1	g/mol
energy relative to the best compared isomer or geometry (same formula, charge and spin)	4.057	eV
E_LUMO	-0.0420	Eh

CARTESIAN COORDINATES (ANGSTROEM)
O: 1.65 -0.18 0.18
O: -0.95 0.17 0.69
O: -0.91 -0.57 -0.54
S: 0.22 0.58 -0.33

***

No. 9
A cluster of 2 separate species, C5H15N2O2 in total in a non-equilibrium geometry, computed with ωB97M-V with the def2-TZVPD basis set.

Calculated values
spin multiplicity	1
E_HOMO	-13.4161	eV
total charge	+1
molar mass	135.2	g/mol
energy relative to the best compared isomer or geometry (same formula, charge and spin)	4.191	eV
E_LUMO	-0.0989	Eh

CARTESIAN COORDINATES (ANGSTROEM)
C: -0.72 -0.70 1.49
C: 2.85 -2.06 -0.15
C: -1.36 2.19 1.03
C: -1.70 1.76 -1.40
C: -1.05 -0.08 0.15
N: 1.68 -1.45 -0.76
N: -1.41 1.19 -0.05
O: -1.17 -0.90 -0.80
O: 1.40 -0.12 -0.36
H: -1.62 -0.80 2.13
H: -0.48 -1.72 1.27
H: 0.02 -0.17 2.13
H: 2.94 -3.08 -0.59
H: 3.88 -1.65 -0.26
H: 2.77 -2.34 0.89
H: -0.96 1.66 1.97
H: -0.63 2.94 0.77
H: -2.25 2.67 1.29
H: -1.23 1.20 -2.11
H: -2.75 1.70 -1.66
H: -1.35 2.69 -1.54
H: 1.86 -1.45 -1.81
H: 2.12 0.40 -0.83
H: -0.84 -1.88 -0.78

***

No. 10
The molecule C4H9NO2 in a non-equilibrium geometry, computed with ωB97M-V with the def2-TZVPD basis set.

Calculated values
spin multiplicity	1
E_HOMO	-9.6571	eV
total charge	0
SMILES string	CCNC(=O)OC
molar mass	103.1	g/mol
energy relative to the best compared isomer or geometry (same formula, charge and spin)	2.649	eV
E_LUMO	0.0353	Eh

CARTESIAN COORDINATES (ANGSTROEM)
C: -2.45 0.75 0.90
C: -1.45 -0.32 0.31
N: -0.28 0.38 -0.14
C: 0.71 -0.57 -0.24
O: 0.95 -1.37 0.64
O: 1.47 -0.41 -1.34
C: 2.78 -0.12 -0.85
H: -2.68 1.61 0.26
H: -3.39 0.32 1.27
H: -1.95 1.19 1.79
H: -1.19 -0.98 1.12
H: -1.37 -1.28 -0.56
H: -0.44 0.92 -0.98
H: 3.36 0.24 -1.70
H: 2.69 0.66 -0.09
H: 3.23 -1.01 -0.40

***

No. 11
The molecule CH2N2S3 in a non-equilibrium geometry, computed with ωB97M-V with the def2-TZVPD basis set.

Calculated values
spin multiplicity	1
E_HOMO (alpha / beta)	-9.4927 / -9.4928	eV
total charge	0
molar mass	138.2	g/mol
energy relative to the best compared isomer or geometry (same formula, charge and spin)	0.788	eV
E_LUMO (alpha / beta)	-0.0429 / -0.0430	Eh

CARTESIAN COORDINATES (ANGSTROEM)
C: 0.07 0.39 -0.31
N: 0.22 -0.33 0.69
N: -2.28 -1.19 -1.18
S: -1.38 1.35 -0.87
S: -3.03 -1.00 0.06
S: -2.54 1.02 0.75
H: 1.04 0.46 -0.98
H: -0.36 -0.38 1.52

***

No. 12
A structure of composition C40H44BBr51FN3O3S in a non-equilibrium geometry, computed with ωB97M-V with the def2-TZVPD basis set.

Calculated values
spin multiplicity	1
E_HOMO	-8.2611	eV
total charge	0
molar mass	4751.8	g/mol
E_LUMO	-0.0460	Eh

CARTESIAN COORDINATES (ANGSTROEM)
C: 6.27 1.34 -0.33
C: 5.87 1.20 -1.71
C: 5.13 2.40 -2.40
O: 5.57 2.76 -3.51
O: 4.05 3.10 -1.84
C: 2.78 2.70 -2.47
C: 1.67 3.83 -2.23
C: 0.83 4.19 -3.54
C: -0.62 3.47 -3.58
C: -1.72 4.50 -4.14
C: -3.18 4.23 -3.56
C: -3.65 2.72 -3.66
C: -4.59 2.08 -2.62
C: -5.11 2.99 -1.43
C: -6.64 2.72 -1.05
C: -6.78 2.66 0.56
C: -6.42 1.40 1.34
C: -6.56 1.41 2.87
C: -7.04 2.67 3.60
C: -7.41 3.95 2.84
C: -7.27 3.92 1.30
C: -4.97 0.58 -2.77
F: -5.80 -0.07 -1.84
C: -4.48 -0.29 -3.92
B: -4.99 -1.86 -3.96
N: -4.03 -2.88 -3.42
O: -6.27 -2.27 -4.43
C: -3.55 0.27 -5.02
N: -3.02 -0.40 -6.16
S: -2.08 0.78 -6.94
N: -2.29 2.10 -5.89
C: -3.17 1.77 -4.80
H: 7.35 1.53 0.00
H: 5.46 1.28 0.47
H: 6.14 0.23 -2.24
H: 2.48 1.70 -1.98
H: 2.99 2.51 -3.56
H: 0.96 3.48 -1.42
H: 2.24 4.76 -1.88
H: 1.42 3.78 -4.43
H: 0.77 5.31 -3.68
H: -0.50 2.55 -4.22
H: -0.84 3.18 -2.50
H: -1.71 4.59 -5.27
H: -1.41 5.53 -3.74
H: -3.96 4.83 -4.15
H: -3.16 4.58 -2.48
H: -4.99 4.10 -1.59
H: -4.48 2.71 -0.51
H: -7.22 3.65 -1.37
H: -7.09 1.83 -1.57
H: -6.08 0.50 0.74
H: -6.28 0.47 3.45
H: -7.10 2.66 4.74
H: -7.76 4.91 3.33
H: -7.53 4.91 0.76
H: -4.39 -3.15 -2.50
H: -3.16 -2.36 -3.23
H: -6.97 -2.15 -3.76
C: -2.58 -0.12 1.27
Br: -2.80 -0.02 -0.65
Br: -1.16 1.04 1.88
Br: -4.25 0.20 2.21
H: -2.27 -1.14 1.49
C: -4.00 3.46 -9.67
Br: -4.39 2.02 -8.43
Br: -2.17 4.08 -9.49
Br: -4.42 2.98 -11.50
H: -4.65 4.29 -9.40
C: 6.83 -1.73 2.33
Br: 8.18 -0.97 1.17
Br: 5.84 -0.35 3.27
Br: 5.65 -2.94 1.38
H: 7.35 -2.31 3.09
C: 6.11 -6.15 4.26
Br: 7.47 -5.40 3.10
Br: 5.12 -4.77 5.20
Br: 4.93 -7.36 3.31
H: 6.63 -6.74 5.02
C: -4.85 7.16 0.28
Br: -6.30 6.40 1.32
Br: -3.47 5.86 -0.10
Br: -5.49 8.03 -1.33
H: -4.39 7.93 0.89
C: -2.43 -5.27 -5.88
Br: -0.92 -6.09 -6.77
Br: -2.44 -5.66 -3.98
Br: -2.53 -3.37 -6.24
H: -3.33 -5.72 -6.30
C: 11.37 1.88 -0.33
Br: 9.44 1.97 -0.33
Br: 12.02 0.39 0.74
Br: 12.09 1.84 -2.13
H: 11.74 2.79 0.14
C: 9.31 -8.25 6.33
Br: 10.68 -7.52 5.16
Br: 8.32 -6.86 7.24
Br: 8.14 -9.47 5.39
H: 9.83 -8.83 7.09
C: 2.22 -3.73 -0.77
Br: 1.93 -3.69 -2.68
Br: 0.57 -3.45 0.22
Br: 3.13 -5.35 -0.21
H: 2.88 -2.90 -0.53
C: -8.57 6.46 6.47
Br: -10.50 6.34 6.31
Br: -7.84 5.00 7.52
Br: -7.71 6.61 4.74
H: -8.35 7.38 7.01
C: 14.56 -7.43 5.09
Br: 14.23 -6.78 6.89
Br: 15.34 -6.06 3.96
Br: 15.61 -9.06 5.09
H: 13.59 -7.67 4.66
C: -7.91 1.99 -6.67
Br: -6.57 1.27 -5.47
Br: -9.70 1.84 -5.93
Br: -7.50 3.80 -7.20
H: -7.89 1.38 -7.57
C: 9.79 -8.70 0.89
Br: 11.04 -9.48 2.14
Br: 7.98 -8.72 1.58
Br: 10.33 -6.93 0.33
H: 9.80 -9.33 0.00
C: -9.63 -1.22 -2.18
Br: -9.99 -1.18 -4.09
Br: -11.26 -1.07 -1.14
Br: -8.59 -2.77 -1.68
H: -9.02 -0.34 -1.96
C: 10.69 -10.92 9.79
Br: 12.06 -10.19 8.64
Br: 9.70 -9.53 10.70
Br: 9.51 -12.13 8.83
H: 11.19 -11.51 10.56
C: -3.66 3.76 7.90
Br: -4.25 3.28 6.12
Br: -5.04 3.46 9.22
Br: -2.00 2.87 8.37
H: -3.45 4.83 7.89
C: -0.19 3.63 4.68
Br: 1.29 3.45 5.93
Br: -1.51 4.90 5.31
Br: 0.43 4.05 2.90
H: -0.68 2.66 4.63